No. 1
Entry from the OMol25 dataset: a molecular structure, C3H3CrFO3 at a distorted geometry (the ωB97M-V functional and the def2-TZVPD basis).

Computed properties:
* Kohn-Sham gap (alpha / beta): 5.838 / 8.707 eV
* charge: +1
* 2S+1: 6

Last column: Löwdin charge in e.
Element x y z (Å)
C 0.702 -0.410 0.790  -0.230
C 1.043 -0.990 -0.523  0.158
F 1.587 0.561 1.153  0.083
H 0.450 -1.095 1.607  0.161
H 0.439 -1.840 -0.841  0.098
H 1.989 -0.716 -0.988  0.105
O 0.025 0.919 -1.447  0.139
C -0.849 1.078 -0.600  -0.679
O -2.064 1.416 -0.736  -0.028
O -0.722 0.340 0.588  -0.155
Cr -2.600 0.738 0.997  1.348

***

No. 2
Entry from the OMol25 dataset: a molecular structure, C3H3CuLiO3 at a distorted geometry (the ωB97M-V functional and the def2-TZVPD basis).

Computed properties:
* Kohn-Sham gap (alpha / beta): 6.283 / 6.012 eV
* charge: +1
* 2S+1: 3

Last column: Löwdin charge in e.
Element x y z (Å)
O 1.224 -0.795 0.172  -0.243
Cu 2.808 0.214 -0.283  0.529
C -0.730 -1.391 0.115  0.125
C 0.177 0.045 0.126  -0.644
O -1.323 -0.981 -0.961  0.012
C -0.613 0.293 -1.166  0.022
H -0.045 0.252 -2.102  0.147
H -1.326 1.123 -1.136  0.154
H 0.453 1.431 1.491  0.122
Li -0.457 -0.902 2.416  0.822
O -0.169 0.711 1.327  -0.046

***

Q: Which energy relative to the best compared isomer or geometry (same formula, charge and spin) values were calculated for the entries above? A: 0.000, 1.729, in eV.
Q: Which E_tot values were calculated for the entries above? A: -1485.7809, -1989.3627, in Ha.